## A
18
Properties=species:S:1:pos:R:3:mulliken_charge:R:1 method="wB97M-V/def2-TZVPD" lumo_ev=-3.38 gap_ha=0.39296 charge=+1 homo_energy_ev=-14.078
C 0.01 -1.07 -3.68 -0.142
C -0.74 -0.79 -2.79 0.019
C 0.16 1.10 -0.27 -0.745
C 1.18 0.20 1.76 -0.972
C -1.05 -0.40 1.34 -0.880
N 0.19 0.01 0.63 -0.074
F -1.62 -0.81 -1.90 -0.238
H 0.81 -1.01 -4.42 0.357
H -1.64 0.44 1.60 0.393
H 1.21 1.34 -0.43 0.334
H -0.33 0.97 -1.17 0.298
H -0.31 2.05 0.28 0.317
H 2.08 0.33 1.29 0.445
H 0.92 1.21 2.27 0.374
H 1.26 -0.65 2.42 0.381
H -1.66 -0.95 0.65 0.371
H -1.00 -1.01 2.32 0.328
H 0.52 -0.95 0.11 0.437

## B
18
Properties=species:S:1:pos:R:3:mulliken_charge:R:1 method="wB97M-V/def2-TZVPD" lumo_ev=-4.93 gap_ha=0.32597 charge=+1 homo_energy_ev=-13.801
C 0.27 -0.62 -3.32 -0.855
C 0.50 -0.16 -2.09 -0.044
C 0.21 0.12 0.79 0.689
C 1.46 0.79 0.90 -0.881
C -1.00 0.57 -0.01 -1.638
N -0.19 -1.07 1.26 -0.291
F 0.47 1.21 -1.87 -0.250
H 0.14 -1.69 -3.60 0.241
H 0.18 0.09 -4.13 0.285
H 0.67 -0.71 -1.20 0.592
H 2.06 0.34 1.68 0.457
H 1.13 1.77 1.10 0.336
H 1.98 0.64 -0.08 0.267
H -1.86 0.72 0.64 0.524
H -1.25 0.00 -0.91 0.589
H -0.83 1.57 -0.45 0.421
H -1.21 -1.25 1.18 0.277
H 0.40 -1.72 1.85 0.280

Which of them is least stable? Easy: A.